1.
Formula: C17H23N3O3
Source: OMol25
Level of theory: wB97M-V/def2-TZVPD

As for the energy above the lowest of the compared OMol25 structures with the same formula, charge and spin: 24.3 kcal per mole. The value obtained for the molar mass is 317.39 g mol⁻¹. The frontier orbital gap is 8.93 eV. As for the total energy: -1051.63690 a.u. The lowest unoccupied orbital energy is 0.63 eV.

```
! RIJCOSX wB97M-V def2-TZVPD def2/J DEFGRID3
* xyz 0 1
C -5.012 -2.043 -1.628
C -3.770 -1.496 -0.923
C -3.908 -0.029 -0.475
C -4.196 0.867 -1.686
C -2.623 0.446 0.256
N -2.102 -0.557 1.197
C -1.014 -1.394 1.039
O -0.946 -2.437 1.660
C 0.187 -0.931 0.186
N -0.189 -0.675 -1.196
C 0.823 0.316 0.811
C 2.082 0.724 0.107
C 2.251 1.827 -0.700
N 3.550 1.842 -1.188
C 4.233 0.760 -0.701
C 5.558 0.360 -0.901
C 5.990 -0.795 -0.279
C 5.115 -1.541 0.547
C 3.810 -1.145 0.742
C 3.351 0.023 0.120
C -2.816 1.780 1.004
O -3.502 2.691 0.597
O -2.116 1.902 2.136
H -4.902 -3.125 -1.824
H -5.919 -1.876 -1.025
H -5.194 -1.560 -2.592
H -2.905 -1.613 -1.613
H -3.548 -2.112 -0.062
H -4.753 0.054 0.237
H -4.229 1.910 -1.402
H -3.390 0.743 -2.442
H -5.125 0.604 -2.168
H -1.855 0.612 -0.478
H -2.801 -1.008 1.739
H 0.903 -1.801 0.285
H 0.614 -0.248 -1.674
H -0.349 -1.527 -1.672
H 1.031 0.114 1.851
H 0.089 1.140 0.795
H 1.572 2.597 -0.941
H 3.971 2.578 -1.761
H 6.220 0.918 -1.510
H 7.013 -1.147 -0.434
H 5.461 -2.454 1.022
H 3.146 -1.737 1.394
H -1.692 1.040 2.311
*
```

***

2.
Formula: C4H12
Source: OMol25
Level of theory: wB97M-V/def2-TZVPD

As for the energy above the lowest of the compared OMol25 structures with the same formula, charge and spin: 32.8 kcal per mole. The value obtained for the molar mass is 60.14 g mol⁻¹. The frontier orbital gap is 12.20 eV. As for the total energy: -159.53273 a.u. The lowest unoccupied orbital energy is 1.16 eV.

```
! RIJCOSX wB97M-V def2-TZVPD def2/J DEFGRID3
* xyz 0 1
C -0.622 -0.983 -2.377
C -0.898 0.280 -1.541
H -1.615 -1.324 -2.492
H -0.174 -0.478 -3.172
H 0.017 -1.714 -1.870
H -0.290 0.201 -0.579
H -1.964 0.340 -1.371
H -0.846 1.334 -2.013
C 1.154 0.940 1.796
C 0.432 -0.413 1.989
H 1.953 0.945 1.086
H 0.341 1.761 1.708
H 1.785 1.236 2.612
H 0.029 -0.506 2.985
H -0.443 -0.416 1.285
H 1.143 -1.203 1.954
*
```

***

3.
Formula: C40H83IN13O12
Source: OMol25
Level of theory: wB97M-V/def2-TZVPD

The value obtained for the molar mass is 1065.09 g mol⁻¹. The frontier orbital gap is 5.33 eV. As for the total energy: -3485.91385 a.u. The lowest unoccupied orbital energy is -4.79 eV.

```
! RIJCOSX wB97M-V def2-TZVPD def2/J DEFGRID3
* xyz 1 1
C 6.072 -4.101 -2.309
N 5.520 -3.281 -3.432
C 6.137 -1.922 -3.522
C 4.050 -3.168 -3.356
O 3.472 -2.709 -2.342
C 3.218 -3.698 -4.614
C 1.745 -4.192 -4.277
C 1.333 -5.669 -4.629
C -0.170 -6.011 -4.279
N -1.088 -5.118 -3.689
N -0.655 -3.891 -3.445
C -1.691 -2.955 -2.842
C -1.255 -2.368 -1.423
O -0.880 -3.027 -0.435
I -1.380 -0.179 -1.203
C 0.624 -3.293 -3.638
H 7.063 -3.681 -1.901
H 6.310 -5.143 -2.750
H 5.352 -4.260 -1.436
H 7.274 -2.062 -3.663
H 5.966 -1.265 -2.592
H 5.698 -1.427 -4.468
H 3.784 -4.622 -5.019
H 3.204 -2.950 -5.484
H 2.052 -6.406 -5.109
H -0.510 -7.080 -4.540
H -1.875 -2.163 -3.651
H -2.690 -3.518 -2.703
H 0.872 -2.210 -3.403
C 0.083 -1.127 -6.014
O -1.069 -1.462 -5.785
N 0.543 0.152 -6.034
C 1.929 0.468 -6.313
C -0.386 1.236 -5.768
H 0.867 -1.872 -6.228
H 2.353 0.999 -5.457
H 1.978 1.106 -7.199
H 2.510 -0.439 -6.494
H -0.818 1.102 -4.774
H -1.190 1.208 -6.507
H 0.125 2.198 -5.819
C 1.307 4.018 -0.690
O 0.575 3.707 -1.617
N 1.542 3.256 0.415
C 2.426 3.692 1.478
C 0.884 1.971 0.528
H 1.853 4.974 -0.681
H 3.238 2.967 1.584
H 1.860 3.745 2.412
H 2.849 4.672 1.261
H 1.173 1.347 -0.322
H -0.198 2.121 0.503
H 1.165 1.477 1.459
C -5.415 -2.808 -4.521
O -4.819 -2.871 -3.458
N -5.062 -3.463 -5.662
C -5.824 -3.337 -6.889
C -3.888 -4.312 -5.650
H -6.319 -2.191 -4.639
H -6.186 -4.325 -7.187
H -5.176 -2.935 -7.672
H -6.677 -2.670 -6.754
H -4.020 -5.095 -4.898
H -3.015 -3.712 -5.382
H -3.734 -4.766 -6.629
C -2.514 3.574 4.469
O -1.561 4.108 5.007
N -2.709 3.482 3.123
C -3.871 2.828 2.556
C -1.721 4.056 2.232
H -3.321 3.107 5.056
H -3.540 1.998 1.926
H -4.423 3.549 1.948
H -4.527 2.444 3.339
H -0.753 3.581 2.419
H -1.632 5.126 2.439
H -2.009 3.906 1.190
C 5.821 5.558 2.117
O 4.892 5.379 1.346
N 5.706 5.715 3.464
C 6.860 5.923 4.317
C 4.386 5.673 4.066
H 6.863 5.606 1.764
H 6.908 5.115 5.051
H 6.754 6.880 4.833
H 7.782 5.932 3.733
H 3.924 4.707 3.849
H 3.769 6.462 3.630
H 4.453 5.813 5.145
C 7.381 2.400 3.468
O 7.976 2.342 4.527
N 7.734 1.740 2.327
C 6.972 1.862 1.101
C 8.909 0.890 2.343
H 6.476 3.017 3.348
H 6.609 0.873 0.807
H 7.620 2.261 0.316
H 6.119 2.530 1.234
H 8.777 0.111 3.098
H 9.782 1.491 2.610
H 9.063 0.432 1.366
C -7.758 1.303 5.226
O -8.846 1.421 4.694
N -6.972 0.189 5.173
C -5.685 0.123 5.834
C -7.441 -0.966 4.432
H -7.311 2.121 5.813
H -4.912 -0.067 5.086
H -5.700 -0.693 6.560
H -5.461 1.058 6.351
H -7.605 -0.680 3.390
H -8.390 -1.303 4.856
H -6.710 -1.774 4.480
C -4.842 -6.202 1.020
O -5.867 -6.404 1.643
N -3.800 -5.430 1.443
C -2.611 -5.238 0.640
C -3.886 -4.781 2.738
H -4.675 -6.648 0.025
H -1.743 -5.601 1.198
H -2.491 -4.174 0.433
H -2.683 -5.781 -0.304
H -4.013 -5.542 3.511
H -4.758 -4.121 2.749
H -2.984 -4.202 2.938
C -0.545 -3.641 4.920
O -1.633 -3.756 4.384
N 0.652 -3.937 4.340
C 1.909 -3.774 5.042
C 0.668 -4.431 2.977
H -0.447 -3.275 5.953
H 2.535 -3.066 4.492
H 2.415 -4.741 5.097
H 1.747 -3.397 6.052
H 0.205 -3.688 2.321
H 0.086 -5.355 2.924
H 1.691 -4.622 2.651
C -3.173 5.599 -0.700
O -3.484 4.611 -0.055
N -3.618 6.864 -0.463
C -3.203 7.991 -1.274
C -4.537 7.089 0.636
H -2.481 5.536 -1.555
H -2.705 8.725 -0.636
H -4.086 8.444 -1.732
H -2.515 7.675 -2.060
H -4.065 6.771 1.569
H -5.438 6.492 0.478
H -4.803 8.145 0.702
*
```

***

4.
Formula: C4H8N2O
Source: OMol25
Level of theory: wB97M-V/def2-TZVPD

As for the energy above the lowest of the compared OMol25 structures with the same formula, charge and spin: 97.8 kcal per mole. The value obtained for the molar mass is 100.12 g mol⁻¹. The frontier orbital gap is 9.92 eV. As for the total energy: -341.84773 a.u. The lowest unoccupied orbital energy is 1.02 eV.

```
! RIJCOSX wB97M-V def2-TZVPD def2/J DEFGRID3
* xyz 0 1
C -2.210 -0.166 0.112
C -0.745 0.009 0.361
N 0.019 0.146 -0.865
C 1.177 0.956 -0.889
O 2.081 0.386 0.183
C 1.435 -0.839 0.564
N 0.214 -0.988 -0.050
H -2.366 -0.984 -0.627
H -2.348 0.870 -0.252
H -2.902 -0.392 0.930
H -0.388 0.591 1.178
H 1.731 0.915 -1.950
H 1.032 2.030 -0.645
H 1.248 -0.843 1.646
H 2.024 -1.693 0.305
*
```

***

| no. | HOMO level (eV) |
| --- | --- |
| 1 | -8.31 |
| 2 | -11.05 |
| 3 | -10.12 |
| 4 | -8.90 |